2 unconnected molecules or ions with the total composition C5H7NO in a non-equilibrium geometry. Source: the Open Molecules 2025 dataset; level of theory: ωB97M-V/def2-TZVPD.

Results
**DFT total energy**: -8833.057 eV
**F_max**: 0.0397 Eh/bohr
**SMILES**: C=CC=O.C=C=N
**HOMO level**: -0.340 Eh
**HOMO-LUMO gap**: 9.757 eV
**Relative energy (zero: lowest compared OMol25 entry of this formula, charge and spin)**: 3.146 eV
**LUMO energy**: 0.51 eV

Atoms and positions in Å:
O: -1.04685 2.75059 -1.12838
N: 0.97202 -0.41358 1.46543
C: -0.86942 1.66565 -0.61348
C: -2.00422 0.76527 -0.28550
C: 1.82054 -0.74559 0.66537
C: -1.88030 -0.54804 -0.13244
C: 2.49455 -1.26187 -0.32874
H: -2.73227 -1.20313 -0.04268
H: 3.04252 -0.67472 -1.04492
H: -2.99148 1.20319 -0.38605
H: -0.89957 -0.98485 -0.01571
H: 1.11694 0.24313 2.22021
H: 2.87122 -2.26749 -0.24334
H: 0.10632 1.47144 -0.12977



6 unconnected molecules or ions with the total composition C22H51F6NO13P2 in a non-equilibrium geometry. Source: the Open Molecules 2025 dataset; level of theory: ωB97M-V/def2-TZVPD.

Results
**DFT total energy**: -86630.950 eV
**F_max**: 0.1161 Eh/bohr
**HOMO level**: -0.006 Eh
**Net charge**: -2
**HOMO-LUMO gap**: 4.032 eV
**LUMO energy**: 3.86 eV

Atoms and positions in Å:
P: 4.01494 -3.64262 -0.29643
P: -2.32090 2.61866 2.41395
F: -5.23119 -1.30798 -3.26643
F: 1.80699 0.96437 -5.42515
F: -4.29088 -2.91880 -2.27865
F: 1.29113 2.83217 -4.53790
F: -0.20026 1.24746 -4.53315
F: -4.41040 -3.03374 -4.28931
O: -3.84083 2.25698 3.00400
O: -1.31787 2.31184 3.64506
O: -1.56390 -1.89439 -3.33354
O: 2.78677 -3.60842 -1.15681
O: 5.36434 -3.63246 -1.17196
O: 4.16422 -4.85209 0.82216
O: -1.93094 1.91815 1.12917
O: 4.26986 -2.28706 0.66697
O: 1.65046 -0.33874 -2.65934
O: -0.23140 -2.20661 0.08545
O: 1.05321 1.66297 -1.99199
O: -2.85261 -0.04699 -2.55955
O: -2.40519 4.20713 2.36396
N: -0.87907 0.31154 -0.88142
C: -3.47188 4.66963 1.60875
C: 7.41405 -4.74491 -1.17844
C: -2.98183 5.69346 0.65995
C: -3.42979 2.20659 -1.90690
C: 0.84895 2.79792 2.69624
C: -0.85138 -2.72846 1.21063
C: -2.84913 -1.25241 -3.40178
C: 1.11811 1.49610 -4.38426
C: 4.30223 -0.94994 0.10165
C: -4.19148 -2.09856 -3.33550
C: 1.56521 2.91478 -1.47419
C: 6.66167 -3.53740 -0.64226
C: -3.58039 1.10390 -3.00511
C: -4.14081 0.90485 3.12253
C: 3.01908 -5.48299 2.90896
C: -2.11035 -1.90560 1.59043
C: 2.97810 -0.18396 0.30659
C: 0.38307 3.76520 -1.12197
C: -0.00426 1.70386 3.31492
C: 2.97359 -5.51797 1.36274
C: 1.75905 1.03294 -2.99983
C: -5.37406 0.55494 3.93326
H: -0.31262 3.36171 -0.38624
H: 0.53360 1.30636 4.17562
H: -3.88874 3.85449 1.01725
H: -2.67842 -2.56281 2.24882
H: -3.83152 1.94631 -0.92764
H: -3.20558 1.44523 -3.97005
H: 3.18732 -4.46960 3.27343
H: 7.60133 -4.59820 -2.24216
H: 3.10759 0.80710 -0.12831
H: 2.08590 2.57245 -0.57988
H: 4.56109 -0.92992 -0.95698
H: 0.87559 3.63293 3.39635
H: -2.83347 -0.75021 -4.36907
H: 3.03631 -6.55394 1.02966
H: -0.07668 0.87103 2.61545
H: 1.88780 2.50352 2.54712
H: -5.26787 1.02539 4.91075
H: 6.93381 -2.58473 -1.09663
H: -2.78550 6.56840 1.27964
H: -4.24370 0.47460 2.12634
H: -1.23770 0.99973 -0.23498
H: 2.02743 -0.58583 -0.04388
H: -1.62904 0.25443 -1.55550
H: 6.53551 -3.44567 0.43652
H: 2.32844 3.46582 -2.02368
H: 8.39655 -4.77457 -0.70737
H: 6.86303 -5.63313 -0.86935
H: -6.28535 0.98823 3.52105
H: -0.03453 4.26503 -1.99597
H: -2.00575 -0.94786 2.10021
H: -1.02574 -3.79650 1.08031
H: -0.01202 0.52127 -1.35505
H: 2.11443 -4.99985 0.93672
H: 3.81545 -6.11558 3.30104
H: -0.13977 -2.66936 2.03417
H: 2.78739 1.38204 -3.09344
H: -2.74553 -1.79481 0.71158
H: -3.91659 3.12372 -2.23856
H: 5.22091 -0.55786 0.53800
H: -2.38534 2.46754 -1.73624
H: 0.49712 3.21580 1.75301
H: -3.78414 6.01806 -0.00265
H: 2.07786 -5.88722 3.28151
H: -3.26710 0.49974 3.63304
H: -2.16582 5.48554 -0.03214
H: 2.87388 -0.00161 1.37616
H: -4.66163 0.98353 -3.07245
H: 0.76634 4.65275 -0.61852
H: -5.56829 -0.51604 3.99130
H: -4.28754 5.05896 2.21802
H: -0.80274 -0.57932 -0.41171



- What is the formula in the second record?
  C22H51F6NO13P2



- Which value of HOMO-LUMO gap does entry 1 give?
  9.757 eV



- Which of these has the highest HOMO-LUMO gap?
  C5H7NO



- Which formula does entry 2 have?
  C22H51F6NO13P2